Density functional theory data (ωB97M-V/def2-TZVPD) for C29H29ClLuN2OP as an isolated structure.

HOMO level = -14.38 eV
LUMO level = -0.2548 Eh
Net charge = +2

Positions of all 64 atoms, in Å:
Lu: 0.00000 0.00000 0.00000
Cl: 0.01860 0.85970 2.14140
P: 0.00380 -0.05630 -2.17200
C: -1.34160 -0.87470 -3.10110
C: -1.17930 -1.60620 -4.28060
C: -2.28770 -2.17080 -4.91380
C: -3.56370 -2.00750 -4.37780
C: -3.73180 -1.29200 -3.18960
C: -2.62710 -0.73770 -2.55080
C: -0.24450 1.71990 -2.55310
C: 0.61200 2.62030 -1.89470
C: 0.45390 3.99370 -2.06220
C: -0.55580 4.48310 -2.89280
C: -1.40560 3.59490 -3.55410
C: -1.25580 2.21860 -3.38430
C: 1.56410 -0.41490 -3.06260
C: 2.64630 -0.90680 -2.32260
C: 3.87610 -1.13880 -2.93790
C: 4.03640 -0.86850 -4.29710
C: 2.97090 -0.34800 -5.03590
C: 1.74220 -0.11430 -4.42110
H: 1.40280 2.23490 -1.25280
H: 1.11620 4.68050 -1.54310
H: -0.68020 5.55420 -3.02430
H: -2.19020 3.97420 -4.20300
H: -1.92470 1.53230 -3.89410
H: -0.18880 -1.75290 -4.69690
H: -2.14950 -2.74600 -5.82510
H: -4.42390 -2.44670 -4.87530
H: -4.72180 -1.17510 -2.75760
H: -2.73940 -0.20060 -1.61120
H: 2.51110 -1.08450 -1.25780
H: 4.70870 -1.52140 -2.35390
H: 4.99430 -1.04590 -4.77810
H: 3.10240 -0.11440 -6.08880
H: 0.92630 0.32060 -4.99190
H: -0.10840 -6.59760 -6.17350
H: 0.63370 -6.56520 -6.14140
C: 3.23680 -1.92640 4.57570
N: 2.80710 -1.65190 3.20010
N: 1.93010 -2.36270 2.48800
C: 1.70410 -1.69640 1.32030
O: 0.78430 -1.92210 0.53270
C: 2.50090 -0.55970 1.29430
C: 3.19150 -0.57340 2.48480
C: 4.13120 0.49600 2.94990
C: 1.08770 -3.38400 3.03650
C: 0.21890 -3.03620 4.08680
C: -0.63840 -3.98510 4.64060
C: -0.62280 -5.29530 4.16050
C: 0.24210 -5.65000 3.11610
C: 1.08960 -4.69140 2.54330
H: 2.78530 -2.85720 4.97060
H: 2.92990 -1.08330 5.23130
H: 4.34040 -2.02950 4.61270
H: 2.53940 0.22180 0.55240
H: 3.73060 0.96700 3.87240
H: 5.12990 0.06160 3.16180
H: 4.23880 1.28490 2.17510
H: 0.19690 -2.01790 4.45970
H: -1.31320 -3.70150 5.43940
H: -1.28310 -6.03300 4.59680
H: 0.25230 -6.66710 2.75130
H: 1.75630 -4.96740 1.73710

Here are the Mulliken charges for atoms 1 to 8, given in e: atom 1 (Lu): 0.9849, atom 2 (Cl): -0.4687, atom 3 (P): 1.4006, atom 4 (C): 0.7617, atom 5 (C): -0.2649, atom 6 (C): -0.7203, atom 7 (C): -0.5161, atom 8 (C): -0.7966

---

Density functional theory data (ωB97M-V/def2-TZVPD) for C29H29EuN3OPS2 as an isolated structure.

HOMO level (spin up / spin down) = -9.17 / -11.02 eV
LUMO level (spin up / spin down) = -0.0856 / -0.0855 Eh
Expectation value of S² = 15.760
Net charge = +1
Spin multiplicity = 8

Positions of all 66 atoms, in Å:
Eu: 0.35855 1.80182 -0.07041
C: 3.52175 3.58927 1.40044
C: 2.44255 4.46911 0.85894
N: 1.19060 4.11449 0.74461
C: 0.42464 5.12025 0.19440
C: 1.11577 6.25425 -0.09666
S: 2.75674 6.05818 0.32943
C: -1.02372 4.92725 -0.04739
C: -1.89769 5.96176 -0.17975
S: -3.45507 5.35199 -0.50911
C: -2.85647 3.75793 -0.43748
N: -1.57977 3.66830 -0.18465
C: -3.78874 2.60666 -0.64987
H: 3.10814 2.61300 1.65766
H: 3.96148 4.00452 2.30661
H: 4.30939 3.44229 0.66189
H: 0.75380 7.15937 -0.55390
H: -1.69110 7.01357 -0.08253
H: -4.78413 2.95948 -0.91043
H: -3.85737 2.01096 0.26020
H: -3.43080 1.96287 -1.45330
C: 2.54180 2.12034 -2.46525
O: 1.27938 2.22341 -1.89682
H: 2.60189 1.31151 -3.20651
H: 3.32396 1.89534 -1.71370
H: 2.86783 3.04161 -2.96470
N: -1.44618 -0.04783 -0.05441
C: -2.25089 -0.86002 0.04975
C: -3.21299 -1.95237 0.18350
C: -3.67039 -2.30256 1.44826
C: -4.56210 -3.35790 1.55748
C: -4.97482 -4.03886 0.41833
C: -4.50311 -3.68057 -0.83852
C: -3.61161 -2.62664 -0.96568
H: -3.33027 -1.77289 2.32713
H: -4.93313 -3.65076 2.52980
H: -5.67003 -4.86273 0.51087
H: -4.82563 -4.22117 -1.71731
H: -3.22694 -2.33810 -1.93414
C: 3.72317 -0.88118 0.72613
P: 1.93272 -0.76495 0.36553
C: 1.23414 -1.92667 1.59464
C: 1.56844 -1.75474 2.94039
C: 1.00470 -2.54525 3.92878
C: 0.07701 -3.52283 3.59223
C: -0.27755 -3.69367 2.26230
C: 0.29435 -2.90264 1.27583
C: 1.78543 -1.71177 -1.18838
C: 1.06407 -1.18824 -2.25612
C: 0.92752 -1.90521 -3.44302
C: 1.51741 -3.14939 -3.57244
C: 2.24873 -3.68126 -2.51474
C: 2.38049 -2.96779 -1.33809
H: 3.92272 -0.46783 1.71579
H: 4.26820 -0.27639 -0.00030
H: 4.10222 -1.90097 0.69650
H: 2.28220 -0.99394 3.23755
H: 1.29226 -2.39649 4.96126
H: -0.36078 -4.14413 4.36214
H: -0.99486 -4.45502 1.98262
H: 0.01028 -3.06220 0.24268
H: 0.59539 -0.20798 -2.20930
H: 0.36422 -1.46396 -4.25472
H: 1.41450 -3.70477 -4.49564
H: 2.71337 -4.65425 -2.60381
H: 2.93433 -3.40362 -0.51462

Here are the Mulliken charges for atoms 1 to 8, given in e: atom 1 (Eu): 1.3589, atom 2 (C): -0.9887, atom 3 (C): 0.6520, atom 4 (N): -0.3603, atom 5 (C): 0.1307, atom 6 (C): -0.5274, atom 7 (S): -0.1774, atom 8 (C): 0.2428

---

Density functional theory data (ωB97M-V/def2-TZVPD) for a single C29H29N3O6S2 molecule.

HOMO level = -8.36 eV
LUMO level = -0.0094 Eh

Positions of all 69 atoms, in Å:
C: 6.09944 2.65451 -0.67995
H: 6.23367 3.49313 0.00099
O: 4.72293 2.34179 -0.64547
C: 4.31433 1.39398 -1.60140
C: 4.73543 -0.05694 -1.30482
N: 4.20812 -0.59427 -0.07534
S: 2.68046 -1.21859 -0.08860
O: 2.51880 -1.94055 -1.31627
O: 2.50169 -1.91525 1.15449
C: 1.53831 0.16941 -0.10457
C: 1.36823 0.92359 1.03840
C: 0.47234 1.98002 1.02666
C: -0.25749 2.25701 -0.12307
C: -0.06094 1.50269 -1.27642
C: 0.83993 0.45450 -1.26352
H: 1.00140 -0.16706 -2.12996
H: -0.61630 1.73111 -2.17293
C: -1.22494 3.39090 -0.10681
O: -0.91585 4.54876 0.03322
N: -2.55906 3.05578 -0.25770
C: -3.12259 1.81317 -0.29447
N: -2.49206 0.69958 -0.23144
C: -3.29675 -0.39243 -0.34052
C: -4.64430 -0.09018 -0.45050
C: -5.84928 -0.91477 -0.57431
O: -5.88379 -1.96755 -1.18089
C: -7.07172 -0.34974 0.05672
C: -8.29095 -0.50745 -0.59704
C: -9.45058 -0.00860 -0.03546
C: -9.40620 0.62687 1.19509
C: -8.20079 0.75771 1.86556
C: -7.03464 0.27657 1.30004
H: -6.10017 0.36083 1.83613
H: -8.16963 1.23564 2.83345
H: -10.31297 1.01265 1.63691
H: -10.39132 -0.12034 -0.55356
H: -8.30754 -1.01522 -1.54983
S: -4.86499 1.64877 -0.43777
C: -2.61176 -1.67850 -0.26253
C: -1.38418 -1.70907 0.40776
C: -0.64546 -2.87255 0.47670
C: -1.12305 -4.02771 -0.12344
C: -2.33958 -4.00883 -0.78512
C: -3.08197 -2.84444 -0.86387
H: -4.01709 -2.83889 -1.39845
H: -2.71277 -4.90610 -1.25660
H: -0.54319 -4.93727 -0.07883
H: 0.30742 -2.87272 0.98314
H: -1.02240 -0.80658 0.87529
H: -3.19617 3.84507 -0.26432
H: 0.32418 2.58182 1.91034
H: 1.91813 0.67042 1.93018
C: 4.79199 -0.20285 1.18417
C: 6.13969 -0.88748 1.42405
O: 7.14665 -0.27963 0.64235
C: 8.40694 -0.87603 0.81678
H: 9.10199 -0.33297 0.17936
H: 8.38966 -1.93258 0.52406
H: 8.73682 -0.80563 1.86035
H: 6.05326 -1.95301 1.16818
H: 6.40336 -0.80416 2.48962
H: 4.10312 -0.54701 1.95542
H: 4.91106 0.88269 1.24257
H: 4.35818 -0.69654 -2.10463
H: 5.82389 -0.13196 -1.26379
H: 3.22392 1.46480 -1.62179
H: 4.70507 1.66767 -2.59400
H: 6.40499 2.95527 -1.68903
H: 6.71708 1.81469 -0.34891

Here are the natural (NBO) charges for atoms 1 to 8, given in e: atom 1 (C): -0.2663, atom 2 (H): 0.1935, atom 3 (O): -0.5444, atom 4 (C): -0.0777, atom 5 (C): -0.2722, atom 6 (N): -0.6941, atom 7 (S): 2.3288, atom 8 (O): -0.9389

---

For each record above, in turn, the calculated energy above the lowest of the compared OMol25 structures with the same formula, charge and spin values are 3.060, 0.000, 0.135 eV.
For each record above, in turn, the calculated M values are 663.0, 682.6, 579.7 g mol⁻¹.